Here is a structure of composition C48H40As2N3NiS from the OMol25 dataset. Energies are from ωB97M-V/def2-TZVPD.

Positions of all 95 atoms, in Å:
Ni -0.7394 0.1699 0.0539
C 2.1172 0.4651 2.4109
C 0.8469 0.7184 3.1809
As -0.6364 -0.3833 2.3393
C -1.9747 0.0198 3.6200
C -2.1557 1.3529 4.0667
C -3.1117 1.6128 5.0898
C -3.6372 0.4758 5.7849
C -3.4533 -0.8506 5.3135
C -2.6859 -1.0744 4.1871
C 0.0631 -2.1646 2.7159
C 0.0860 -2.7035 3.9962
C 0.6003 -3.9730 4.2463
C 1.0920 -4.7295 3.2082
C 1.0938 -4.1594 1.9456
C 0.5938 -2.8801 1.6594
As 1.6933 0.4328 0.4247
C 2.8835 -0.9494 -0.3447
C 2.6424 -1.5746 -1.5692
C 3.5354 -2.3842 -2.0987
C 4.6384 -2.8395 -1.3486
C 4.7732 -2.4079 -0.0630
C 3.9131 -1.4373 0.4477
C 3.0200 1.8704 -0.0519
C 4.4533 1.6504 -0.0515
C 5.3012 2.7169 -0.4064
C 4.8199 3.9454 -0.7362
C 3.3962 4.1811 -0.6938
C 2.5217 3.1813 -0.2708
H 2.6816 -0.3926 2.6685
H 2.7607 1.4231 2.3927
H 0.5218 1.7791 3.0797
H 0.9424 0.4432 4.2555
H -1.8303 2.1526 3.3924
H -3.3852 2.6107 5.3852
H -4.1568 0.6882 6.7229
H -3.8796 -1.7515 5.8758
H -2.4652 -2.0579 3.7981
H -0.1649 -2.0552 4.8631
H 0.5546 -4.4411 5.2247
H 1.5660 -5.6659 3.3815
H 1.6030 -4.7406 1.1830
H 0.6840 -2.4792 0.6661
H 1.7284 -1.3083 -2.0884
H 3.3937 -2.7597 -3.1301
H 5.2125 -3.6711 -1.7236
H 5.5135 -2.8746 0.5389
H 4.1435 -0.9205 1.3884
H 4.8218 0.6800 0.2338
H 6.3013 2.4302 -0.6236
H 5.4727 4.7999 -0.9183
H 2.9850 5.2302 -0.8248
H 1.5403 3.4991 0.0229
N -0.8950 -1.4904 -3.8805
C -0.0256 -0.8778 -4.7672
C 0.1482 -1.4372 -6.0400
C 0.8415 -0.7068 -6.9764
C 1.3955 0.5671 -6.7261
C 1.1404 1.1553 -5.4936
C 0.4519 0.4339 -4.4873
S 0.1406 1.2702 -3.0135
N -0.5838 -0.0184 -2.0499
C -1.0889 -1.0725 -2.5803
C -1.8860 -1.9396 -1.7608
C -2.2239 -3.3033 -2.1413
C -2.8056 -4.1315 -1.2068
C -3.1947 -3.6005 0.0719
C -2.8066 -2.3123 0.3433
N -2.0104 -1.5882 -0.4608
H -1.5719 -2.1112 -4.3170
H -0.1237 -2.4795 -6.1979
H 1.0527 -1.1302 -7.9333
H 1.9552 1.1140 -7.5187
H 1.3471 2.1669 -5.2020
H -1.9570 -3.6887 -3.1665
H -2.8291 -5.2074 -1.4346
H -3.8661 -4.1529 0.7002
H -3.1430 -1.7466 1.2551
C -4.9602 3.5489 -1.7774
C -4.7090 2.1595 -1.6875
C -3.6641 1.6740 -1.0151
C -2.6481 2.5564 -0.5280
C -1.4554 1.9947 0.0941
C -0.7421 2.9048 0.8112
C -1.0190 4.3034 0.9203
C -2.0971 4.8051 0.2728
C -2.9693 3.9184 -0.4503
C -4.1381 4.4010 -1.0888
H -5.8512 3.9364 -2.3015
H -5.4019 1.4716 -2.1468
H -3.4673 0.6742 -0.8939
H 0.2746 2.7127 1.2860
H -0.2469 4.9222 1.2877
H -2.2759 5.8734 0.3912
H -4.3260 5.5311 -1.0103

Calculated values
Total charge: +1
Multiplicity: 3
HOMO level (spin up / spin down): -9.75 / -9.77 eV
⟨S²⟩: 2.011
Calculated total energy: -8395.09520 hartree
LUMO level (spin up / spin down): -3.609 / -3.769 eV


Here is a structure of composition C48H40BF2KN10O6 from the OMol25 dataset. Energies are from ωB97M-V/def2-TZVPD.

Positions of all 108 atoms, in Å:
K 1.1847 -1.1225 1.0259
O -2.9047 -2.7193 -1.1308
C -1.9997 -2.4743 -0.3073
O -0.7633 -2.6138 -0.4324
C -2.4638 -1.9240 1.0589
C -3.8073 -1.9576 1.4222
C -4.1768 -1.4285 2.6482
C -3.2020 -0.8861 3.4724
C -1.8755 -0.9269 3.0512
N -1.5257 -1.4434 1.8742
C -0.7464 -0.3731 3.9494
O -1.1312 0.3877 4.8750
O 0.4125 -0.7202 3.6618
H -4.5193 -2.3762 0.7242
H -5.2164 -1.4374 2.9609
H -3.4294 -0.4467 4.4339
C 6.6189 -0.0678 -1.0139
C 7.8506 -0.6590 -0.5045
C 7.7209 -1.5750 0.5012
C 6.4780 -1.7766 1.1409
N 5.5420 -0.6833 1.0032
C 5.4849 -0.1401 -0.3023
C 6.0277 -2.9732 1.7246
C 6.8860 -4.1006 1.9477
C 6.4053 -5.2010 2.6011
C 5.0659 -5.2495 3.0186
C 4.2763 -4.1455 2.7163
N 4.7182 -3.0463 2.1230
C 2.8275 -4.1764 3.0826
C 2.4650 -4.4394 4.4025
C 1.1226 -4.4268 4.7451
C 0.1825 -4.1745 3.7629
C 0.6299 -3.9532 2.4686
N 1.9187 -3.9454 2.1345
H 6.5921 0.3628 -2.0088
H 8.7925 -0.5023 -1.0138
H 8.5663 -2.2071 0.7710
H 4.5204 0.2084 -0.6535
H 7.9078 -4.0728 1.5911
H 7.0552 -6.0533 2.7733
H 4.6471 -6.1179 3.5096
H 3.2321 -4.6052 5.1478
H 0.8182 -4.5845 5.7733
H -0.8735 -4.1164 3.9925
H -0.0611 -3.7422 1.6560
C -7.6253 4.4992 -7.2172
O -7.2627 3.1414 -7.1075
C -6.1261 2.8523 -6.4032
C -5.3009 3.8083 -5.8295
C -4.1635 3.4024 -5.1381
C -3.8383 2.0610 -5.0052
C -4.6841 1.1112 -5.5888
C -5.8101 1.4998 -6.2802
C -2.6461 1.6007 -4.2865
N -2.1755 0.3796 -4.3347
C -1.0692 0.3842 -3.5145
C -0.8716 1.6340 -2.9811
N -1.8921 2.4112 -3.4823
C 0.2034 1.9636 -2.0960
C 0.4222 3.2192 -1.5162
C 1.4895 3.3901 -0.6704
C 2.3191 2.2896 -0.4221
N 2.1348 1.1058 -0.9637
C 1.0909 0.9207 -1.7803
C 0.8753 -0.4389 -2.3111
N 1.7156 -1.3984 -1.8898
C 1.5194 -2.6277 -2.3032
C 0.4900 -2.9913 -3.1840
C -0.3798 -2.0240 -3.6153
C -0.1935 -0.7070 -3.1738
H -8.5542 4.5228 -7.7815
H -6.8645 5.0757 -7.7526
H -7.7886 4.9503 -6.2339
H -5.5182 4.8628 -5.9141
H -3.5226 4.1686 -4.7178
H -4.4325 0.0652 -5.4777
H -6.4688 0.7680 -6.7293
H -2.1009 3.3569 -3.2218
H -0.2558 4.0413 -1.7222
H 1.6758 4.3377 -0.1831
H 3.1630 2.3779 0.2554
H 2.1945 -3.3777 -1.9022
H 0.3534 -4.0272 -3.4618
H -1.2278 -2.2568 -4.2448
C -2.5486 1.5353 0.3376
N -2.0211 2.2742 1.4694
C -3.0314 2.7473 2.4044
C -2.4490 2.9860 3.7839
C -1.0944 3.6507 3.6367
N -0.2058 2.8213 2.8421
C 1.0702 2.4287 3.4331
C -0.6927 2.0860 1.8002
O 0.0303 1.3554 1.1317
H -3.0333 0.6075 0.6522
H -1.7435 1.2845 -0.3454
H -3.2890 2.1570 -0.1779
H -3.8234 1.9925 2.4637
H -3.4841 3.6653 2.0013
H -2.2920 2.0316 4.2921
H -3.1287 3.6073 4.3728
H -0.6307 3.7904 4.6127
H -1.1989 4.6424 3.1714
H 0.9081 1.7926 4.3060
H 1.6252 3.3281 3.7142
H 1.6479 1.8628 2.7044
F 3.6157 0.4819 1.7996
B 4.7000 -0.3110 2.0506
F 4.9414 -0.5435 3.3476

Calculated values
Total charge: -2
HOMO level: -0.38 eV
Calculated total energy: -3677.06798 hartree
LUMO level: 2.971 eV


Here is a structure of composition C48H40ClF3KN4O5SSb from the OMol25 dataset. Energies are from ωB97M-V/def2-TZVPD.

Positions of all 104 atoms, in Å:
K -0.7567 -0.6328 0.3145
O -3.2749 -2.2064 -2.8880
Cl -2.7314 -1.5949 -1.7071
O -3.0777 -2.3354 -0.5241
O -1.2777 -1.5159 -1.8093
O -3.2326 -0.2282 -1.5819
C 3.6826 1.2428 -2.3959
C 2.7678 0.0568 -2.5592
O 1.6951 0.1247 -3.1353
N 3.2432 -1.1024 -2.0222
C 2.4087 -2.2863 -1.8579
C 2.5372 -2.8026 -0.4456
C 3.2002 -3.9834 -0.1443
C 3.3251 -4.3510 1.1894
C 2.7997 -3.5232 2.1630
C 2.1508 -2.3607 1.7634
N 2.0200 -2.0119 0.4916
H 3.5781 1.6264 -1.3775
H 3.3853 2.0165 -3.0978
H 4.7252 0.9653 -2.5611
H 4.0117 -1.0060 -1.3780
H 2.6968 -3.0643 -2.5712
H 1.3786 -1.9960 -2.0743
H 3.5950 -4.6039 -0.9393
H 3.8079 -5.2821 1.4594
H 2.8457 -3.7835 3.2110
H 1.6972 -1.6914 2.4834
C -3.4368 1.8535 1.0516
C -2.3661 2.4785 1.8952
C -2.7517 3.2986 2.9900
C -1.7930 3.7642 3.8282
C -0.4338 3.4299 3.6094
C 0.5781 3.8632 4.4958
C 1.8720 3.5006 4.2389
C 2.1934 2.7295 3.1139
C 1.2501 2.2869 2.1941
S 1.7358 1.3607 0.8082
C -0.1256 2.6434 2.4749
N -1.1145 2.2011 1.6353
H -4.1648 2.5932 0.7120
H -3.9667 1.1016 1.6432
H -3.0178 1.3577 0.1805
H -3.8008 3.5171 3.1481
H -2.0491 4.3816 4.6837
H 0.3111 4.4611 5.3594
H 2.6660 3.8101 4.9101
H 3.2259 2.4589 2.9296
F -5.2774 6.2592 -1.9675
C -4.3578 5.2549 -2.0451
C -3.3453 5.2060 -1.1080
C -2.4170 4.1796 -1.2036
C -2.4848 3.2171 -2.2123
C -3.5228 3.3091 -3.1302
C -4.4706 4.3269 -3.0556
Sb -0.8708 1.7542 -2.2239
C 0.4289 3.4273 -2.7245
C 0.2040 4.2422 -3.8351
C 0.9639 5.3792 -4.0698
C 1.9490 5.7040 -3.1578
F 2.6981 6.8229 -3.3790
C 2.1912 4.9484 -2.0344
C 1.4206 3.8069 -1.8242
C -1.1920 1.1353 -4.2657
C -0.1766 1.2172 -5.2175
C -0.3590 0.7529 -6.5131
C -1.5738 0.1900 -6.8426
F -1.7598 -0.2676 -8.1149
C -2.5973 0.0612 -5.9314
C -2.3922 0.5341 -4.6398
H -3.2925 5.9513 -0.3254
H -1.6219 4.1333 -0.4658
H -3.6104 2.5833 -3.9302
H -5.2819 4.4014 -3.7679
H -0.5896 3.9982 -4.5319
H 0.7949 6.0129 -4.9308
H 2.9629 5.2436 -1.3358
H 1.6073 3.2024 -0.9401
H 0.7875 1.6210 -4.9423
H 0.4284 0.8093 -7.2535
H -3.5240 -0.4181 -6.2162
H -3.1858 0.4043 -3.9164
C -0.0241 -6.4933 2.0293
C -0.3019 -5.9063 3.2615
C -0.6689 -4.5759 3.3542
C -0.7625 -3.7486 2.2098
C -0.4941 -4.3709 0.9716
C -0.1354 -5.7029 0.8883
N -1.0256 -2.4105 2.2599
C -2.0383 -1.9622 3.0461
C -3.1846 -2.7335 3.3746
C -4.2415 -2.1988 4.0825
C -4.2305 -0.8735 4.5137
C -3.1145 -0.1012 4.2112
C -2.0441 -0.6216 3.5048
H 0.2597 -7.5367 1.9601
H -0.2300 -6.4988 4.1691
H -0.8767 -4.1357 4.3231
H -0.5975 -3.7777 0.0697
H 0.0608 -6.1340 -0.0883
H -3.2336 -3.7573 3.0247
H -5.1043 -2.8250 4.2898
H -5.0655 -0.4570 5.0642
H -3.0655 0.9309 4.5435
H -1.1719 -0.0063 3.3096

Calculated values
Total charge: -2
HOMO level: -1.47 eV
Calculated total energy: -4446.43188 hartree
LUMO level: 3.912 eV


Here is a cluster of 8 separate species, C48H40N8O16 in total from the OMol25 dataset. Energies are from ωB97M-V/def2-TZVPD.

Positions of all 112 atoms, in Å:
O 3.7652 -10.2407 -18.2473
N 3.1253 -11.1235 -18.8751
O 2.4276 -11.9834 -18.3476
C 3.1315 -11.0325 -20.4007
C 3.8717 -10.0034 -21.0986
C 3.8717 -9.9547 -22.5191
C 3.0971 -10.9242 -23.2262
C 2.4111 -11.9236 -22.5703
C 2.4986 -11.9866 -21.1352
H 4.3690 -9.2130 -20.5559
H 4.2883 -9.1385 -23.0906
H 2.9781 -10.8204 -24.2945
H 1.8891 -12.7172 -23.0843
H 1.8063 -12.6494 -20.6372
O 0.4827 1.7212 -11.2942
N 1.1268 2.4761 -10.5194
O 1.0720 3.7463 -10.6355
C 2.0202 1.8523 -9.5342
C 2.5998 0.6319 -9.7851
C 3.4611 0.0197 -8.8912
C 3.7833 0.7170 -7.6971
C 3.2016 1.9188 -7.3679
C 2.3644 2.4860 -8.3235
H 2.3705 0.0433 -10.6611
H 3.8744 -0.9360 -9.1782
H 4.3976 0.1347 -7.0263
H 3.5235 2.5389 -6.5444
H 2.0465 3.5058 -8.1647
O 2.7974 -4.1795 -18.7253
N 2.3574 -3.4551 -17.8083
O 2.7883 -2.2982 -17.5861
C 1.2469 -3.9475 -16.9878
C 0.7260 -5.2142 -17.1361
C -0.3929 -5.6158 -16.3908
C -0.9379 -4.8151 -15.4570
C -0.4477 -3.5560 -15.2011
C 0.5598 -3.0991 -16.0744
H 1.0211 -5.9104 -17.9072
H -0.7279 -6.6137 -16.6322
H -1.6494 -5.1610 -14.7219
H -0.8530 -2.8694 -14.4726
H 0.8747 -2.0944 -15.8340
O -6.6628 -5.5526 -19.3808
N -7.2453 -5.2364 -20.4536
O -8.3395 -5.6612 -20.8677
C -6.6243 -4.1320 -21.2052
C -5.4609 -3.4687 -20.6334
C -4.8381 -2.4466 -21.3554
C -5.3471 -2.0892 -22.6035
C -6.4381 -2.7184 -23.1263
C -7.0996 -3.7398 -22.4477
H -5.0058 -3.7575 -19.6975
H -3.9420 -1.9033 -21.0944
H -4.9657 -1.2965 -23.2301
H -6.9157 -2.4182 -24.0473
H -7.9976 -4.1234 -22.9090
O 0.6728 3.4661 -17.5526
N 1.4883 3.7508 -18.4899
O 1.3844 3.1375 -19.5437
C 2.5424 4.7266 -18.3071
C 2.5033 5.7096 -17.2890
C 3.3807 6.7873 -17.2234
C 4.4374 6.8722 -18.1685
C 4.4443 5.8903 -19.1603
C 3.5817 4.8056 -19.2219
H 1.6891 5.6755 -16.5803
H 3.2857 7.4395 -16.3679
H 5.1431 7.6833 -18.2711
H 5.3128 5.8651 -19.8017
H 3.7526 4.1458 -20.0597
O -3.7984 -10.8112 -21.1891
N -4.3041 -10.3016 -22.1641
O -3.8406 -9.4984 -22.9159
C -5.7746 -10.6438 -22.4881
C -6.3977 -11.8123 -21.9175
C -7.7062 -12.1863 -22.2356
C -8.3837 -11.3281 -23.1307
C -7.7383 -10.2414 -23.7364
C -6.4134 -9.9449 -23.3740
H -5.7516 -12.4553 -21.3383
H -8.1646 -13.0927 -21.8686
H -9.4326 -11.5380 -23.2794
H -8.2276 -9.5270 -24.3818
H -5.9562 -9.1108 -23.8855
O 8.5504 2.3485 -24.4940
N 8.2448 1.7915 -25.5923
O 8.0791 2.3568 -26.6146
C 8.2128 0.2930 -25.6723
C 8.3643 -0.3066 -26.9073
C 8.3935 -1.6973 -26.9350
C 8.2907 -2.3963 -25.7521
C 8.0043 -1.8531 -24.5375
C 8.0632 -0.4577 -24.5407
H 8.4065 0.2278 -27.8448
H 8.4239 -2.0822 -27.9437
H 8.2317 -3.4667 -25.8832
H 7.7761 -2.3680 -23.6159
H 7.8908 0.0263 -23.5908
O 9.3748 3.7473 -16.7841
N 8.7901 2.6985 -16.6859
O 7.7855 2.6485 -15.9545
C 9.4216 1.4596 -17.1082
C 10.4134 1.4627 -18.1214
C 10.9925 0.2181 -18.5637
C 10.5459 -0.9604 -17.9839
C 9.4254 -0.9623 -17.1152
C 8.9117 0.2350 -16.6649
H 10.7153 2.3936 -18.5783
H 11.7309 0.2555 -19.3509
H 10.8849 -1.9053 -18.3822
H 8.9333 -1.9091 -16.9488
H 8.0264 0.2161 -16.0466

Calculated values
HOMO level: -9.86 eV
Calculated total energy: -3494.09249 hartree
LUMO level: -0.739 eV